Entry 1:
C5H3NO in the gas phase. Source: the OMol25 dataset; level of theory: ωB97M-V/def2-TZVPD.

```
! RIJCOSX wB97M-V def2-TZVPD def2/J DEFGRID3
* xyz 0 1
C 2.63290 -0.21330 0.21911
C 2.21589 1.06256 0.24496
C 1.65875 -0.95998 -0.46404
C -0.19318 0.33951 -0.50663
C -1.44965 0.31002 -0.01745
N 0.48633 -0.94945 -0.72265
O 0.56381 1.34052 -0.69668
H 3.61408 -0.57461 0.15609
H -1.92971 1.08656 0.46556
H -1.91608 -0.54287 0.05908
*
```

Calculated values
HOMO (spin up / spin down): -8.966 / -8.965 eV
HOMO-LUMO gap (spin up / spin down): 7.037 / 7.035 eV

=====

Entry 2:
C5H3NO in the gas phase. Source: the OMol25 dataset; level of theory: ωB97M-V/def2-TZVPD.

```
! RIJCOSX wB97M-V def2-TZVPD def2/J DEFGRID3
* xyz 0 1
N 3.03607 -0.51074 -0.81062
C 1.99356 -0.25440 -0.37563
C 0.65391 0.01367 0.03677
C -0.39867 -0.96171 0.10019
C -1.53705 -0.25224 0.22897
O -1.27312 1.07910 0.32020
C 0.05716 1.22967 0.19491
H -0.31435 -2.03496 0.02435
H -2.56202 -0.53830 0.07852
H 0.43168 2.24337 0.21576
*
```

Calculated values
SMILES: N#Cc1ccoc1
HOMO: -9.657 eV
HOMO-LUMO gap: 10.444 eV

=====

DFT total energy, record by record: -322.0413 -322.2872 Eh
Energy relative to the best compared isomer or geometry (same formula, charge and spin), record by record: 157.2 2.9 kcal per mole